1.
DFT (ωB97M-V with the def2-TZVPD basis set) results for an isolated ion of composition C6H4N3O4 and charge -1.

Calculated values
- Kohn-Sham gap: 6.4 eV
- Energy relative to the best compared isomer or geometry (same formula, charge and spin): 0.000 eV
- E_LUMO: 3.74 eV
- E_tot: -696.1507 Ha
- Total charge: -1
- Highest occupied orbital energy: -2.68 eV

Last column: natural (NBO) charge in e.
Atoms and positions in Å:
C 1.453 0.380 -0.088  -0.216
C -0.463 -1.057 -0.060  0.125
C -1.371 0.047 -0.066  -0.043
C 0.941 -0.888 -0.141  0.024
C -0.646 1.755 -0.067  0.487
C 0.713 1.576 -0.016  -0.009
N -1.119 -2.196 0.077  -0.172
N -2.572 -0.388 0.066  0.323
N 1.759 -2.037 -0.301  -0.822
O -1.388 2.725 -0.080  -0.686
O -3.706 0.043 0.127  -0.447
O -2.424 -1.933 0.161  -0.249
O 1.485 2.758 0.106  -0.724
H 2.529 0.510 -0.091  0.203
H 2.678 -1.911 0.108  0.357
H 1.294 -2.853 0.081  0.371
H 0.837 3.469 0.185  0.480

***

2.
DFT (ωB97M-V with the def2-TZVPD basis set) results for a 3-piece molecular cluster, C6H4N4O2 overall.

Calculated values
- Kohn-Sham gap: 8.2 eV
- Energy relative to the best compared isomer or geometry (same formula, charge and spin): 4.270 eV
- E_LUMO: -0.59 eV
- E_tot: -600.4227 Ha
- Highest occupied orbital energy: -8.75 eV

Last column: natural (NBO) charge in e.
Atoms and positions in Å:
C 0.508 -2.293 -0.572  0.233
C -1.483 -1.454 -0.257  0.420
C 2.348 0.642 -0.152  0.145
C 1.069 -1.015 -0.404  -0.112
C -2.489 2.013 0.547  1.046
C 0.370 0.068 0.211  0.066
N -0.689 -2.387 -0.126  -0.509
N -2.388 -0.774 -0.539  -0.475
N 2.327 -0.552 -0.658  -0.383
N 1.183 1.028 0.463  -0.526
O -1.392 2.309 0.399  -0.560
O -3.589 1.864 0.751  -0.456
H 0.954 -3.122 -1.052  0.213
H -0.900 0.556 0.800  0.267
H 3.209 1.181 -0.212  0.195
H 0.963 1.935 0.803  0.437

***

3.
DFT (ωB97M-V with the def2-TZVPD basis set) results for one molecule with the formula C6H4O.

Calculated values
- Kohn-Sham gap: 8.9 eV
- Energy relative to the best compared isomer or geometry (same formula, charge and spin): 4.915 eV
- E_LUMO: 0.93 eV
- E_tot: -306.0309 Ha
- Highest occupied orbital energy: -7.98 eV

Last column: natural (NBO) charge in e.
Atoms and positions in Å:
C 1.774 0.632 -0.667  -0.222
C 1.435 -0.381 -0.005  0.072
C 0.501 -0.737 1.005  -0.023
C 0.209 0.670 0.393  -0.122
C -1.038 0.482 -0.353  -0.390
C -1.381 -0.813 -0.230  0.199
O -0.567 -1.562 0.530  -0.455
H 2.454 1.357 -1.067  0.260
H 0.466 1.528 1.005  0.239
H -1.575 1.239 -0.909  0.237
H -2.232 -1.343 -0.646  0.205

***

- Which of these has the lowest highest occupied orbital energy?
  C6H4N4O2